# 1
DFT (wB97M-V/def2-TZVPD) results for a cluster of 2 separate species, C13H26O4 in total in a non-equilibrium geometry.

The geometry in ORCA input format:
```
! RIJCOSX wB97M-V def2-TZVPD def2/J DEFGRID3
* xyz 0 1
C -0.52 0.09 -2.62
C -0.15 -1.15 -2.86
C 0.74 -1.94 -1.86
O 1.80 -1.15 -1.31
C 2.95 -1.21 -2.02
O 3.66 -2.11 -1.93
O 3.31 -0.19 -2.83
O 2.27 0.73 -2.97
C 2.79 2.05 -2.85
C 2.54 2.65 -1.44
C 2.88 1.67 -0.28
H -1.22 0.54 -3.32
H -0.09 0.60 -1.76
H -0.50 -1.67 -3.76
H 1.08 -2.90 -2.29
H 0.08 -2.18 -1.02
H 2.25 2.70 -3.55
H 3.85 2.12 -3.13
H 3.16 3.55 -1.31
H 1.47 2.89 -1.37
H 3.68 0.98 -0.56
H 2.01 1.09 0.04
H 3.17 2.26 0.60
C -3.36 -2.54 2.43
C -3.50 -1.11 1.91
C -2.31 -0.65 1.08
C -0.97 -0.59 1.81
C -0.91 0.27 3.07
C -1.18 1.75 2.80
H -2.50 -2.63 3.10
H -4.25 -2.83 2.99
H -3.23 -3.24 1.61
H -3.68 -0.43 2.74
H -4.40 -1.06 1.28
H -2.54 0.34 0.66
H -2.19 -1.32 0.21
H -0.22 -0.23 1.10
H -0.67 -1.61 2.08
H 0.08 0.17 3.51
H -1.62 -0.10 3.82
H -0.46 2.15 2.09
H -1.10 2.32 3.72
H -2.19 1.91 2.40
*
```

Calculated values
orbital gap	10.8	eV
SMILES	C=CCOC(=O)OOCCC.CCCCCC
energy relative to the best compared isomer or geometry (same formula, charge and spin)	468.3	kJ/mol
energy	-22088.68130	eV
E_LUMO	0.9	eV



# 2
DFT (wB97M-V/def2-TZVPD) results for a structure of composition C13H27AuClIN2OP2 in a non-equilibrium geometry.

The geometry in ORCA input format:
```
! RIJCOSX wB97M-V def2-TZVPD def2/J DEFGRID3
* xyz 2 3
C -0.25 -0.13 -3.37
I 1.54 -0.58 -5.01
H -0.10 -0.77 -4.28
H -0.78 0.81 -3.75
H -0.94 -0.92 -2.97
Au -0.29 1.12 1.77
P 0.32 2.63 0.09
C 0.04 3.97 1.33
C 1.81 2.97 -0.83
H 1.99 4.04 -0.88
H -0.87 3.93 -1.65
H 1.84 2.59 -1.85
H -0.64 2.37 -2.19
H 0.67 3.66 2.18
H 2.66 2.54 -0.30
C -0.85 2.91 -1.28
H 0.33 4.97 0.99
H -1.89 2.70 -1.07
H -1.02 3.90 1.64
P 0.11 -2.32 -0.04
C -0.20 -3.57 1.29
C -0.92 -2.97 -1.47
H 1.79 -2.74 -1.89
H 1.56 -4.14 -0.83
H 2.45 -2.76 -0.26
C 1.58 -3.05 -0.86
H -0.59 -2.57 -2.43
H -0.87 -4.03 -1.72
H -0.32 -4.60 0.90
H -1.11 -3.22 1.83
H -1.97 -2.71 -1.38
H 0.72 -3.48 1.93
Cl 0.97 0.08 -1.98
N -1.76 -0.04 8.40
C -2.59 0.31 7.34
O -3.69 0.77 7.71
C -2.10 0.13 5.96
C -0.82 -0.33 5.66
C -0.34 -0.43 4.36
N -1.05 0.07 3.28
C -2.37 0.24 3.56
C -2.92 0.31 4.84
H -2.09 -0.02 9.38
H -0.92 -0.58 8.36
H -0.14 -0.38 6.50
H 0.70 -0.84 4.29
H -2.93 0.56 2.66
H -3.95 0.67 4.89
*
```

Calculated values
orbital gap (spin up / spin down)	7.1 / 4.1	eV
energy relative to the best compared isomer or geometry (same formula, charge and spin)	371.9	kJ/mol
energy	-61820.00265	eV
E_LUMO (spin up / spin down)	-6.4 / -10.3	eV



# 3
DFT (wB97M-V/def2-TZVPD) results for a structure of composition C13H27B2F8KNO2 in a non-equilibrium geometry.

The geometry in ORCA input format:
```
! RIJCOSX wB97M-V def2-TZVPD def2/J DEFGRID3
* xyz -1 1
K 7.37 7.04 8.01
C 11.36 10.43 8.07
C 10.51 11.06 7.01
C 9.37 11.81 7.64
C 8.16 10.87 8.05
N 7.40 11.43 9.20
C 6.44 10.32 9.84
C 6.67 10.37 11.38
C 7.38 11.74 11.60
C 8.28 11.83 10.37
C 6.70 12.72 8.72
C 5.63 12.61 7.68
C 4.94 13.90 7.24
H 10.85 9.73 8.72
H 11.70 11.23 8.76
H 12.20 9.92 7.67
H 10.14 10.25 6.32
H 11.14 11.72 6.45
H 9.13 12.63 6.89
H 9.85 12.34 8.50
H 8.58 9.94 8.36
H 7.49 10.68 7.19
H 5.43 10.64 9.53
H 6.69 9.35 9.40
H 5.71 10.26 11.82
H 7.39 9.59 11.51
H 6.76 12.65 11.68
H 8.00 11.67 12.53
H 8.75 12.74 10.14
H 9.04 11.04 10.51
H 7.47 13.32 8.29
H 6.39 13.24 9.63
H 4.83 11.83 7.87
H 6.02 12.18 6.70
H 4.07 13.69 6.57
H 5.58 14.63 6.70
H 4.43 14.45 8.02
B 5.78 9.37 5.58
F 5.41 9.98 6.80
F 6.19 10.29 4.66
F 6.77 8.43 5.94
F 4.63 8.72 5.12
B 5.99 5.98 11.22
F 4.61 5.68 11.20
F 6.18 7.26 11.60
F 6.63 5.04 12.07
F 6.53 5.84 9.93
C 9.96 7.22 11.51
C 9.60 7.69 10.09
O 9.80 6.92 9.16
O 9.03 8.83 9.99
H 10.83 6.58 11.52
H 9.12 6.64 11.94
H 10.14 8.07 12.21
*
```

Calculated values
orbital gap	8.4	eV
energy	-58938.95601	eV
E_LUMO	2.2	eV



# 4
DFT (wB97M-V/def2-TZVPD) results for a structure of composition C13H27BeCaCl5FN2O11S in a non-equilibrium geometry.

The geometry in ORCA input format:
```
! RIJCOSX wB97M-V def2-TZVPD def2/J DEFGRID3
* xyz 1 1
C -1.31 -0.14 -2.04
C 0.03 0.50 -2.51
N 1.24 -0.09 -1.90
S 1.78 0.68 -0.51
O 1.21 2.19 -0.44
H -2.00 0.63 -1.66
H -1.80 -0.59 -2.91
H -1.18 -0.94 -1.30
H 0.11 0.31 -3.59
H -0.06 1.58 -2.40
H 1.12 -1.08 -1.72
H 1.09 0.10 0.54
H 0.48 2.21 0.26
C 2.70 4.06 2.05
O 1.61 3.36 2.62
H 3.04 3.50 1.18
H 2.38 5.06 1.75
H 3.51 4.13 2.78
H 1.31 3.86 3.39
F 0.20 4.54 1.73
O -2.69 0.82 2.51
Cl -1.38 1.36 2.70
O -0.60 1.17 1.48
O -0.71 0.67 3.78
O -1.45 2.76 2.98
Be -3.76 1.57 -1.78
C 3.60 5.00 -1.50
O 2.35 4.43 -1.74
H 3.70 5.90 -2.13
H 3.71 5.28 -0.45
H 4.39 4.28 -1.77
H 2.27 3.64 -1.19
N 0.75 -2.18 4.55
C 1.49 -2.93 3.68
C 1.44 -4.24 4.11
C 0.63 -4.26 5.28
C 0.22 -2.98 5.52
H 0.61 -1.18 4.48
H 1.98 -2.48 2.84
H 1.92 -5.08 3.64
H 0.38 -5.13 5.87
H -0.40 -2.56 6.30
C 5.92 -2.90 4.30
Cl 6.30 -3.70 2.77
Cl 4.16 -2.87 4.53
Cl 6.68 -3.77 5.63
Cl 6.54 -1.23 4.26
C -6.49 -2.67 -4.72
C -5.75 -1.47 -4.20
O -4.75 -1.58 -3.53
C -6.32 -0.11 -4.56
H -5.98 -3.58 -4.39
H -7.51 -2.68 -4.34
H -6.51 -2.66 -5.81
H -7.33 -0.02 -4.16
H -6.33 0.01 -5.64
H -5.69 0.66 -4.12
C -1.69 -3.42 -4.38
O -0.85 -2.64 -3.93
O -2.49 -4.09 -3.71
O -1.88 -3.67 -5.59
Ca 6.03 4.63 -2.87
*
```

Calculated values
orbital gap	1.7	eV
energy	-134393.05751	eV
E_LUMO	-7.5	eV



# 5
DFT (wB97M-V/def2-TZVPD) results for a structure of composition C13H27Cl2PY in a non-equilibrium geometry.

The geometry in ORCA input format:
```
! RIJCOSX wB97M-V def2-TZVPD def2/J DEFGRID3
* xyz -1 1
Y 0.76 1.72 1.63
Cl 0.83 2.66 -0.68
Cl 2.33 2.72 3.29
C 2.33 -0.83 -1.68
H 2.33 -1.54 -0.85
H 2.77 0.16 -1.52
C -0.16 -0.40 -2.34
C 1.27 -0.97 -2.62
H -0.68 -0.73 -1.44
C 1.77 -0.51 -4.03
H 1.18 -2.08 -2.64
C 1.51 0.97 -4.21
H 2.83 -0.78 -4.18
H 1.16 -1.03 -4.78
C 0.00 1.16 -4.35
H 1.90 1.54 -3.35
H 2.04 1.33 -5.10
C -0.74 0.71 -3.07
H -0.25 2.20 -4.60
H -0.36 0.54 -5.18
H -0.75 1.57 -2.37
H -1.80 0.50 -3.30
C -1.98 -2.88 2.39
C -2.11 -1.36 2.50
P -1.13 -0.44 1.23
C -1.64 1.35 1.80
C -1.31 1.94 3.20
C 0.60 -0.84 1.94
C 0.90 -0.56 3.42
H -2.27 -3.22 1.39
H -2.66 -3.36 3.10
H -0.97 -3.25 2.60
H -3.15 -1.06 2.32
H -1.84 -1.02 3.51
H -1.36 2.07 0.97
H -2.73 1.26 1.71
H -0.24 2.21 3.48
H -1.85 2.89 3.30
H -1.63 1.25 4.00
H 0.67 -1.92 1.76
H 1.41 -0.44 1.26
H 0.04 -0.75 4.08
H 1.70 -1.24 3.74
H 1.30 0.46 3.65
*
```

Calculated values
orbital gap (spin up / spin down)	3.2 / 3.7	eV
energy relative to the best compared isomer or geometry (same formula, charge and spin)	353.0	kJ/mol
energy	-49293.14170	eV
E_LUMO (spin up / spin down)	2.4 / 2.3	eV



> Which of these has the highest energy?

C13H26O4



> Which formula does entry 3 have?

C13H27B2F8KNO2



> Look up the energy of the fourth one.

-134393.05751 eV